No. 1
This record from the Open Molecules 2025 dataset describes 2 unconnected molecules or ions with the total composition C3H14N5 at a distorted geometry. The level of theory is ωB97M-V/def2-TZVPD.

Computed properties:
charge = +1
energy above the lowest of the compared OMol25 structures with the same formula, charge and spin = 32.4 kcal/mol
E = -396.2448 hartree
max |F| = 2.02 eV Å⁻¹

The geometry in XYZ format:
```
22
C3H14N5 ωB97M-V/def2-TZVPD
N -1.042 0.757 -0.260
C -1.166 -0.287 -1.383
C 0.224 -0.674 -1.900
N 0.028 -1.532 -3.054
H -1.171 0.462 0.723
H -0.072 1.169 -0.237
H -1.654 1.515 -0.417
H -1.736 -1.137 -1.011
H -1.810 0.173 -2.173
H 0.799 0.200 -2.213
H 0.779 -1.119 -1.052
H 0.924 -1.625 -3.535
H -0.238 -2.455 -2.752
N -0.440 0.815 2.659
C 0.858 0.675 1.984
N 1.365 -0.619 2.061
N 1.420 1.543 1.249
H -0.481 1.646 3.258
H -0.484 0.033 3.313
H 0.668 -1.284 1.718
H 2.241 -0.723 1.523
H 0.989 2.468 1.498
```

=====

No. 2
This record from the Open Molecules 2025 dataset describes C6H10 in the gas phase at a distorted geometry. The level of theory is ωB97M-V/def2-TZVPD.

Computed properties:
energy above the lowest of the compared OMol25 structures with the same formula, charge and spin = 77.9 kcal/mol
E = -234.4784 hartree
max |F| = 1.14 eV Å⁻¹

The geometry in XYZ format:
```
16
C6H10 ωB97M-V/def2-TZVPD
C -1.601 -0.134 -0.850
C -0.560 -0.825 0.020
C 0.087 0.671 1.591
C 1.176 1.030 0.728
C 1.379 0.362 -0.428
C 0.774 -1.012 -0.599
H -2.489 -0.763 -1.011
H -1.213 0.136 -1.845
H -1.957 0.798 -0.395
H -0.933 -1.551 0.722
H -0.929 0.910 1.346
H 0.262 0.872 2.672
H 1.927 1.762 1.038
H 1.941 0.806 -1.240
H 0.761 -1.285 -1.666
H 1.374 -1.776 -0.083
```

=====

No. 3
This record from the Open Molecules 2025 dataset describes 2 unconnected molecules or ions with the total composition H5N2PS2 at a distorted geometry. The level of theory is ωB97M-V/def2-TZVPD.

Computed properties:
energy above the lowest of the compared OMol25 structures with the same formula, charge and spin = 99.8 kcal/mol
E = -1250.1417 hartree
max |F| = 1.91 eV Å⁻¹

The geometry in XYZ format:
```
10
H5N2PS2 ωB97M-V/def2-TZVPD
N 1.911 -0.610 0.724
N 0.305 -0.447 -1.337
P 0.740 0.205 0.120
S 1.096 2.287 -0.359
S -2.854 -0.137 0.559
H 2.288 -0.397 1.628
H -0.685 -0.279 -1.493
H 0.351 -1.452 -1.484
H 0.105 2.162 -1.334
H -3.576 1.063 0.475
```

=====

No. 4
This record from the Open Molecules 2025 dataset describes a molecular structure, C11H23CdINO2P2 at a distorted geometry. The level of theory is ωB97M-V/def2-TZVPD.

Computed properties:
charge = +1
energy above the lowest of the compared OMol25 structures with the same formula, charge and spin = 34.8 kcal/mol
E = -1786.0273 hartree
max |F| = 3.17 eV Å⁻¹

The geometry in XYZ format:
```
41
C11H23CdINO2P2 ωB97M-V/def2-TZVPD
Cd -0.337 -0.233 1.839
P 2.078 -0.654 1.477
C 2.044 -1.155 -0.163
C 0.912 -1.413 -0.911
N -0.311 -1.055 -0.394
C -1.473 -1.230 -1.043
C -1.433 -1.819 -2.319
C -0.202 -2.274 -2.894
C 0.979 -2.027 -2.196
C -2.770 -0.706 -0.473
P -2.378 0.862 0.524
H 1.939 -2.364 -2.551
H -2.400 -1.937 -2.851
H -0.201 -2.815 -3.883
H -3.449 -0.433 -1.283
H -3.251 -1.436 0.184
H 4.462 2.876 -1.908
H 2.946 -1.274 -0.756
H -0.336 3.595 0.655
O 3.746 2.209 -1.985
H 3.703 2.076 -3.020
H -0.758 1.641 1.040
O 0.223 2.734 0.631
H 0.285 2.407 -0.322
C -2.513 2.039 -0.856
H -3.495 1.924 -1.323
H -2.453 3.075 -0.518
H -1.740 1.859 -1.608
C -3.941 1.145 1.454
H -3.910 2.175 1.838
H -4.836 1.007 0.825
H -4.003 0.433 2.290
C 2.427 -2.168 2.449
H 3.506 -2.316 2.582
H 1.956 -2.024 3.431
H 2.022 -3.061 1.953
C 3.535 0.425 1.694
H 3.373 0.981 2.634
H 4.427 -0.211 1.788
H 3.638 1.087 0.811
I -2.012 -1.946 3.161
```

=====

No. 5
This record from the Open Molecules 2025 dataset describes a molecular structure, C5H8O at a distorted geometry. The level of theory is ωB97M-V/def2-TZVPD.

Computed properties:
energy above the lowest of the compared OMol25 structures with the same formula, charge and spin = 104.8 kcal/mol
E = -270.3909 hartree
max |F| = 4.50 eV Å⁻¹

The geometry in XYZ format:
```
14
C5H8O ωB97M-V/def2-TZVPD
C -1.402 -0.155 0.805
C -0.439 -0.809 -0.117
C 0.471 -0.081 -1.011
C 0.779 1.253 -0.332
O 1.301 0.578 0.838
C 1.236 -0.621 0.115
H -1.613 0.914 0.838
H -1.499 -0.624 1.809
H -2.010 -0.498 -0.147
H -0.664 -1.863 -0.254
H 0.552 -0.283 -2.065
H -0.046 1.928 -0.087
H 1.592 1.777 -0.833
H 1.742 -1.515 0.444
```

=====

No. 6
This record from the Open Molecules 2025 dataset describes C2H6Si2 in the gas phase at a distorted geometry. The level of theory is ωB97M-V/def2-TZVPD.

Computed properties:
energy above the lowest of the compared OMol25 structures with the same formula, charge and spin = 0.0 kcal/mol
E = -658.6751 hartree
max |F| = 4.35 eV Å⁻¹

The geometry in XYZ format:
```
10
C2H6Si2 ωB97M-V/def2-TZVPD
Si 2.357 -0.052 0.082
C 0.607 0.176 -0.294
C -0.636 0.161 -0.423
Si -2.343 -0.027 0.130
H 1.957 -0.481 1.460
H 3.237 1.124 0.305
H 3.065 -0.995 -0.806
H -2.860 1.271 -0.444
H -2.607 -0.296 1.599
H -2.825 -1.167 -0.587
```

=====

No. 7
This record from the Open Molecules 2025 dataset describes a molecular structure, C29H24BrCl4F6IN2O5PSSbTl. The level of theory is ωB97M-V/def2-TZVPD.

Computed properties:
<S²> = 0.75
energy above the lowest of the compared OMol25 structures with the same formula, charge and spin = 16.0 kcal/mol
spin multiplicity = 2
E = -8069.2544 hartree
max |F| = 0.32 eV Å⁻¹

The geometry in XYZ format:
```
76
C29H24BrCl4F6IN2O5PSSbTl ωB97M-V/def2-TZVPD
Tl -0.033 -0.658 -0.213
Cl 5.760 -3.847 2.571
C 4.285 -2.970 2.306
C 3.782 -2.175 3.290
C 2.582 -1.454 3.114
I 1.907 -0.254 4.667
C 1.860 -1.529 1.940
O 0.711 -0.909 1.767
C 2.414 -2.356 0.901
N 1.730 -2.376 -0.266
C 2.155 -3.094 -1.276
C 3.321 -3.873 -1.191
C 4.044 -3.860 -0.030
C 3.610 -3.082 1.065
H 4.311 -2.092 4.230
H 1.560 -3.053 -2.183
H 3.637 -4.461 -2.041
H 4.954 -4.437 0.064
O 4.527 3.140 -2.971
C 3.622 2.330 -2.395
C 3.947 1.416 -1.396
C 2.942 0.642 -0.873
N 1.664 0.723 -1.272
C 1.371 1.625 -2.207
Br -0.439 1.844 -2.664
C 2.306 2.432 -2.817
H 5.389 3.033 -2.552
H 4.956 1.327 -1.014
H 3.154 -0.061 -0.079
H 2.019 3.157 -3.563
Cl -5.406 0.445 1.113
C -4.154 0.318 -0.162
Cl -3.260 1.827 -0.224
Cl -4.918 0.002 -1.717
C -3.260 -0.899 0.268
O -3.623 -2.020 0.001
O -2.206 -0.547 0.941
C -7.697 -2.741 -8.103
C -6.693 -2.539 -6.996
O -6.637 -1.560 -6.306
S -5.557 -3.920 -6.854
C -4.438 -3.330 -5.615
C -3.280 -2.676 -6.024
C -2.381 -2.206 -5.084
C -2.635 -2.387 -3.725
C -3.795 -3.048 -3.318
C -4.693 -3.519 -4.262
C -1.735 -1.884 -2.727
C -1.003 -1.443 -1.876
H -8.590 -2.161 -7.880
H -7.946 -3.793 -8.232
H -7.261 -2.374 -9.033
H -3.092 -2.528 -7.080
H -1.483 -1.688 -5.396
H -3.987 -3.173 -2.260
H -5.597 -4.023 -3.951
F -0.220 1.531 0.633
Sb 0.772 2.932 1.567
F -0.736 4.031 1.357
F 0.076 2.266 3.186
F 1.781 4.238 2.453
F 2.200 1.687 1.649
F 1.413 3.495 -0.120
C -3.626 -2.433 2.966
P -1.951 -1.779 2.821
C -0.910 -3.010 3.664
C -1.910 -0.237 3.735
H -3.826 -2.633 4.022
H -3.722 -3.350 2.387
H -4.352 -1.708 2.594
H -1.317 -3.209 4.660
H 0.105 -2.630 3.759
H -0.901 -3.936 3.090
H -1.973 -0.437 4.806
H -2.753 0.376 3.414
H -0.988 0.299 3.515
```

=====

No. 8
This record from the Open Molecules 2025 dataset describes a molecular structure, C31H57F2N4O15S2Y at a distorted geometry. The level of theory is ωB97M-V/def2-TZVPD.

Computed properties:
charge = +2
E = -3597.0231 hartree
max |F| = 5.60 eV Å⁻¹

The geometry in XYZ format:
```
112
C31H57F2N4O15S2Y ωB97M-V/def2-TZVPD
Y -0.261 -1.389 2.852
N -0.422 -0.981 0.713
S -1.635 -0.635 -0.299
O -2.102 -1.747 -1.048
O -1.665 0.683 -0.822
F -2.750 -0.573 0.885
S 0.837 -0.890 -0.448
O 1.131 0.419 -0.910
O 0.876 -1.949 -1.395
F 2.023 -1.186 0.562
O -1.818 -3.105 2.338
C -2.516 -3.942 1.733
O -3.683 -4.303 2.141
C -4.380 -3.653 3.222
C -5.229 -2.530 2.667
C -2.097 -4.602 0.472
H -3.690 -3.304 3.991
H -4.990 -4.410 3.711
H -5.819 -2.042 3.442
H -5.923 -2.874 1.903
H -4.576 -1.775 2.221
H -1.687 -5.591 0.672
H -1.300 -4.027 0.000
H -2.906 -4.592 -0.254
O 1.641 4.885 0.367
C 0.481 4.615 0.161
O -0.534 5.456 0.261
C -0.230 6.831 0.580
C 0.323 7.579 -0.612
C 0.064 3.213 -0.213
H 0.434 6.854 1.445
H -1.168 7.275 0.908
H -0.432 7.616 -1.398
H 1.235 7.112 -0.980
H 0.562 8.613 -0.367
H 0.480 2.515 0.510
H 0.541 2.963 -1.159
H -1.015 3.104 -0.264
O -0.358 0.952 2.908
C -0.550 2.189 2.989
O 0.417 3.037 3.001
C 1.798 2.581 3.052
C 2.690 3.775 3.360
C -1.909 2.788 2.902
H 2.094 2.068 2.133
H 1.891 1.841 3.853
H 3.716 3.501 3.121
H 2.622 3.984 4.427
H 2.373 4.654 2.805
H -1.922 3.841 2.636
H -2.459 2.630 3.833
H -2.481 2.285 2.117
O 5.593 2.202 1.995
C 5.088 1.273 1.425
O 4.219 1.375 0.411
C 3.753 2.696 0.045
C 4.604 3.226 -1.091
C 5.365 -0.177 1.753
H 3.771 3.359 0.910
H 2.708 2.568 -0.224
H 4.170 4.144 -1.489
H 4.736 2.477 -1.868
H 5.580 3.510 -0.697
H 4.506 -0.599 2.273
H 6.264 -0.221 2.362
H 5.560 -0.713 0.825
C 1.305 -6.668 -2.498
C 0.734 -5.495 -1.718
C -0.231 -4.667 -2.569
C 0.486 -3.986 -3.652
N 1.071 -3.468 -4.492
H 0.517 -7.155 -3.074
H 1.833 -7.423 -1.920
H 2.009 -6.289 -3.245
H 1.487 -4.834 -1.283
H 0.149 -5.862 -0.863
H -0.737 -3.862 -2.033
H -1.018 -5.269 -3.027
C 4.184 -3.735 0.433
C 4.068 -4.932 1.372
C 2.637 -5.432 1.635
C 1.694 -4.328 1.799
N 0.972 -3.439 1.907
H 3.420 -3.684 -0.345
H 5.151 -3.774 -0.068
H 4.171 -2.785 0.970
H 4.498 -4.682 2.344
H 4.674 -5.768 1.026
H 2.616 -5.956 2.600
H 2.224 -6.176 0.952
C -4.209 2.966 -0.111
C -4.275 2.790 -1.618
C -5.574 2.119 -2.078
C -6.795 2.874 -1.794
N -7.762 3.456 -1.583
H -5.118 3.472 0.223
H -3.393 3.636 0.173
H -4.109 2.005 0.398
H -3.448 2.231 -2.054
H -4.224 3.750 -2.143
H -5.704 1.198 -1.490
H -5.536 1.751 -3.102
C 0.003 -0.041 -4.403
C -0.749 0.591 -5.558
O -1.992 0.983 -4.968
C -2.215 0.224 -3.865
O -3.273 0.118 -3.328
O -1.103 -0.434 -3.527
H 0.604 0.688 -3.863
H 0.489 -0.995 -4.583
H -0.919 -0.077 -6.402
H -0.246 1.484 -5.924
```

=====

No. 9
This record from the Open Molecules 2025 dataset describes 2 unconnected molecules or ions with the total composition CHF2NO3 at a distorted geometry. The level of theory is ωB97M-V/def2-TZVPD.

Computed properties:
energy above the lowest of the compared OMol25 structures with the same formula, charge and spin = 59.9 kcal/mol
E = -518.7405 hartree
max |F| = 6.18 eV Å⁻¹

The geometry in XYZ format:
```
8
CHF2NO3 ωB97M-V/def2-TZVPD
C 1.120 0.063 0.454
N 1.443 -0.048 2.621
O 2.026 0.838 3.080
O 1.121 -1.114 2.959
O 0.757 -1.158 0.212
F 0.194 1.092 0.192
F 2.303 0.554 -0.046
H -0.081 -1.095 -0.468
```

=====

No. 10
This record from the Open Molecules 2025 dataset describes 2 unconnected molecules or ions with the total composition C6H14N2OS at a distorted geometry. The level of theory is ωB97M-V/def2-TZVPD.

Computed properties:
energy above the lowest of the compared OMol25 structures with the same formula, charge and spin = 132.4 kcal/mol
E = -819.7517 hartree
max |F| = 4.56 eV Å⁻¹

The geometry in XYZ format:
```
24
C6H14N2OS ωB97M-V/def2-TZVPD
C 2.307 1.287 -0.323
C 0.330 2.137 0.427
C -0.980 -1.902 -1.669
C -2.356 -0.066 -0.361
C -0.854 -1.667 0.883
C -1.312 -1.262 -0.312
N 2.228 -0.057 0.314
N 0.789 1.621 1.664
O 1.002 1.674 -0.679
S 1.040 0.083 1.609
H 2.741 1.955 0.474
H 2.994 1.040 -1.178
H -0.782 1.884 0.322
H 0.444 3.272 0.599
H 0.059 -2.321 -1.691
H -1.090 -1.202 -2.529
H -1.451 -2.886 -1.729
H -2.788 0.011 -1.372
H -3.090 -0.115 0.529
H -1.725 0.843 -0.185
H -0.269 -2.508 0.977
H -1.090 -1.262 1.844
H 1.792 -0.672 -0.341
H 2.062 0.111 2.726
```

=====

No. 11
This record from the Open Molecules 2025 dataset describes a molecular structure, C45H36N6O4ReSe2 at a distorted geometry. The level of theory is ωB97M-V/def2-TZVPD.

Computed properties:
<S²> = 3.82
charge = +2
energy above the lowest of the compared OMol25 structures with the same formula, charge and spin = 99.5 kcal/mol
spin multiplicity = 4
E = -7246.3326 hartree
max |F| = 1.20 eV Å⁻¹

The geometry in XYZ format:
```
94
C45H36N6O4ReSe2 ωB97M-V/def2-TZVPD
Re 0.642 0.117 -0.229
C 1.040 -0.181 4.025
C -0.160 0.242 4.584
C -1.174 0.690 3.759
C -0.998 0.726 2.368
C 0.195 0.266 1.794
C 1.208 -0.176 2.649
C -2.130 1.123 1.538
C -3.407 0.654 1.696
C -4.420 0.902 0.781
C -4.098 1.485 -0.487
C -4.964 1.408 -1.585
C -4.579 1.883 -2.824
C -3.324 2.453 -2.993
C -2.451 2.560 -1.917
C -2.842 2.066 -0.691
N -2.006 2.256 0.555
H 1.844 -0.526 4.665
H -0.298 0.231 5.658
H -2.110 1.034 4.185
H 2.143 -0.547 2.234
H -3.580 -0.033 2.514
H -5.413 0.499 0.934
H -5.941 0.963 -1.438
H -5.257 1.819 -3.664
H -3.020 2.833 -3.959
H -1.488 3.026 -2.068
O -0.377 0.246 -2.045
N -1.355 -0.504 -2.481
N -2.058 -1.021 -1.574
O -1.827 -0.852 -0.323
C -3.142 -1.889 -1.978
C -3.351 -2.196 -3.317
C -4.349 -3.098 -3.645
C -5.128 -3.684 -2.654
C -4.925 -3.345 -1.324
C -3.930 -2.441 -0.980
H -2.741 -1.737 -4.081
H -4.519 -3.349 -4.684
H -5.889 -4.407 -2.920
H -5.541 -3.784 -0.549
H -3.749 -2.152 0.047
Se 2.634 1.792 -1.678
Se 4.289 2.021 -0.065
C 4.485 0.145 0.322
C 5.767 -0.340 0.521
C 5.928 -1.710 0.645
C 4.805 -2.520 0.589
C 3.561 -1.926 0.452
N 3.392 -0.609 0.316
C 1.325 2.882 -0.783
C 1.405 4.257 -0.774
C 0.387 4.977 -0.167
C -0.696 4.270 0.316
C -0.703 2.890 0.255
N 0.320 2.172 -0.221
H 6.614 0.332 0.542
H 6.916 -2.138 0.755
H 4.890 -3.596 0.635
H 2.661 -2.526 0.449
H 2.254 4.747 -1.229
H 0.419 6.056 -0.107
H -1.553 4.798 0.720
H -2.510 2.999 1.055
C 1.872 -6.981 -0.347
O 1.080 -5.843 -0.006
C 1.326 -5.217 1.160
C 2.429 -5.482 1.963
C 2.602 -4.815 3.167
C 1.653 -3.905 3.607
C 0.530 -3.667 2.836
C 0.374 -4.285 1.607
N -0.858 -4.119 0.912
C -1.099 -4.095 -0.370
C -0.241 -3.707 -1.433
C -0.463 -4.289 -2.701
C 0.266 -3.925 -3.798
C 1.246 -2.932 -3.668
C 1.442 -2.299 -2.465
C 0.699 -2.639 -1.315
O 0.807 -1.927 -0.210
H 1.405 -7.413 -1.226
H 1.880 -7.713 0.461
H 2.895 -6.689 -0.592
H 3.151 -6.225 1.654
H 3.476 -5.022 3.770
H 1.773 -3.407 4.561
H -0.242 -2.989 3.184
H -1.669 -4.170 1.515
H -2.113 -4.371 -0.644
H -1.192 -5.090 -2.776
H 0.095 -4.398 -4.756
H 1.854 -2.658 -4.521
H 2.189 -1.519 -2.360
```

=====

No. 12
This record from the Open Molecules 2025 dataset describes C4H8O2 in the gas phase. The level of theory is ωB97M-V/def2-TZVPD.

Computed properties:
energy above the lowest of the compared OMol25 structures with the same formula, charge and spin = 94.0 kcal/mol
E = -307.5626 hartree
max |F| = 0.33 eV Å⁻¹

The geometry in XYZ format:
```
14
C4H8O2 ωB97M-V/def2-TZVPD
C 0.091 0.126 -1.624
C -0.362 -0.252 -0.240
C 0.492 -1.003 0.629
O -1.710 -0.333 -0.063
C 0.166 0.781 1.003
O -0.820 1.115 1.724
H -0.196 -0.672 -2.313
H -0.408 1.049 -1.937
H 1.177 0.268 -1.681
H 1.002 0.085 1.566
H 1.515 -1.222 0.337
H 0.031 -1.601 1.411
H -1.863 0.309 0.704
H 0.880 1.436 0.478
```